C2H3ClFNO2 | ωB97M-V with the def2-TZVPD basis set

- lowest unoccupied orbital energy (eV) = -2.81
- E_tot (a.u.) = -843.09902
- max |F| (eV Å⁻¹) = 3.6
- gap between HOMO and LUMO (hartree) = 0.28877
- energy above the lowest of the compared OMol25 structures with the same formula, charge and spin (eV) = 4.3329

```
! RIJCOSX wB97M-V def2-TZVPD def2/J DEFGRID3
* xyz 0 1
O 1.50 0.52 -1.05
Cl 0.01 -2.60 0.62
C -0.96 0.05 -0.53
N 1.19 0.69 0.14
O 1.99 0.95 1.07
F -0.51 0.69 1.67
H -2.07 0.03 -0.54
C -0.23 0.66 0.42
H -0.47 -1.26 -0.28
H -0.46 0.27 -1.53
*
```